# 1
{"formula": "C7H9NO", "method": "ωB97M-V/def2-TZVPD", "symbols": ["O", "N", "C", "C", "C", "C", "C", "C", "C", "H", "H", "H", "H", "H", "H", "H", "H", "H"], "positions_angstrom": [[-0.5799, 2.0338, 1.4973], [-0.4651, -1.3628, 0.3875], [-0.8263, -0.1206, 1.0603], [0.3164, -0.9588, 1.4295], [0.2154, -1.2462, -1.0119], [0.8686, -0.0815, -1.4400], [0.8654, 1.0550, -0.3626], [-0.4573, -0.4476, -2.1695], [-0.2861, 1.1533, 0.6803], [1.7366, -0.4985, -1.9489], [1.3080, -0.7672, 1.2974], [1.8712, 1.1929, 0.0841], [0.7416, 1.9998, -0.6375], [0.8352, -2.2030, -1.2265], [0.1276, -0.7600, -3.3262], [0.2514, -1.4935, 2.4777], [-1.5583, -0.0086, -2.2180], [-1.5943, -0.3141, 1.6907]], "forces_ev_per_angstrom": [[1.11, 0.41, -2.59], [-0.63, -1.12, -4.61], [1.52, -1.05, -2.05], [0.12, -2.59, 5.07], [-2.08, -4.20, 1.70], [-0.71, 3.39, 1.41], [1.01, -1.61, 0.95], [2.19, -1.40, -3.17], [0.24, -0.70, 2.80], [0.41, 1.82, -0.16], [2.47, 1.26, -0.73], [-0.61, -0.67, 0.45], [-0.24, 4.14, -2.98], [-1.81, 1.30, 0.49], [-3.00, 0.53, 3.38], [-0.30, 0.65, -2.11], [2.95, -0.73, 0.52], [-2.65, 0.55, 1.62]], "relative_energy_kcal_mol": 148.6, "e_tot_ha": -401.9042, "homo_ha": -0.33305, "homo_lumo_gap_ev": 9.725, "lumo_ev": 0.66}

=====

# 2
{"formula": "C12H17NO7", "method": "ωB97M-V/def2-TZVPD", "symbols": ["O", "O", "O", "O", "O", "O", "O", "N", "C", "C", "C", "C", "C", "C", "C", "C", "C", "C", "C", "C", "H", "H", "H", "H", "H", "H", "H", "H", "H", "H", "H", "H", "H", "H", "H", "H", "H"], "positions_angstrom": [[4.3556, -0.8564, 1.6910], [0.7422, -1.5974, 4.3718], [0.0103, -0.5142, -3.2477], [3.1884, -2.9613, 1.3607], [-0.3085, 3.3630, 0.3926], [-1.9291, 2.0114, -0.9559], [-4.0198, 1.4606, 0.2262], [0.9670, -1.4797, -0.4065], [3.1622, -1.6148, 1.2280], [-2.3379, 4.6340, -0.7224], [0.1211, -1.8490, -4.2021], [-2.6650, 1.3815, 0.1680], [1.3116, -1.3546, -3.0391], [-1.8564, 0.5580, 1.3787], [-0.4158, 0.0637, 0.7687], [0.7814, -0.4127, 1.8125], [-0.3985, -1.3076, -0.1463], [1.8894, -0.7652, 0.6067], [1.3495, -2.3745, -1.5617], [-1.4195, 3.2817, -0.3796], [-1.2619, -1.9615, -0.5916], [0.1918, 0.8164, 0.0577], [-0.1186, -1.1638, -5.1192], [0.3547, -1.4700, 5.2508], [-1.9270, 5.5317, -0.0768], [-2.1996, 4.9116, -1.8568], [0.3126, -1.3666, 2.3476], [2.4721, -2.7493, -1.5136], [-3.4736, 4.4252, -0.4536], [-1.7769, 1.2683, 2.3079], [2.4068, -0.9250, -3.4749], [-0.7929, -2.2827, -3.5722], [1.1518, 0.3790, 2.6152], [-2.4697, -0.4302, 1.6383], [1.6906, -1.6935, 4.5459], [2.3415, 0.2652, 0.3017], [0.5701, -3.2211, -1.7499]], "forces_ev_per_angstrom": [[-7.29, -2.78, -2.85], [0.04, 0.00, 0.96], [4.47, -2.68, 0.96], [-1.67, 6.56, -1.38], [-7.57, -1.18, -5.33], [-0.48, 1.22, 3.90], [9.33, -0.34, -0.80], [-4.15, -1.16, 0.29], [6.35, -2.84, 2.62], [0.57, -0.52, 0.29], [-1.26, 4.42, 4.47], [-6.97, -0.23, 1.06], [-2.91, -0.13, -2.03], [0.44, -0.44, -1.83], [1.18, -0.55, 0.02], [-1.06, -0.48, -1.14], [4.07, 2.02, 0.02], [0.40, 0.60, 2.59], [1.10, 1.21, -2.34], [4.60, 1.92, 3.44], [2.02, 1.39, 0.63], [-2.18, -1.15, 1.54], [1.04, -2.52, 0.99], [0.12, -0.10, -0.27], [-0.75, -2.10, -1.28], [-0.41, -0.78, 2.24], [1.75, 2.00, -1.12], [-2.62, 0.70, 0.38], [2.51, 0.27, -0.74], [0.02, -1.43, -1.93], [-3.46, -1.06, 1.36], [2.15, -0.31, -2.39], [-0.82, -1.67, -2.09], [1.03, 2.52, -0.51], [-0.13, -0.06, -0.22], [-0.98, -1.94, -0.15], [1.52, 1.66, 0.66]], "relative_energy_kcal_mol": 343.0, "e_tot_ha": -1048.3460, "homo_ha": -0.27897, "homo_lumo_gap_ev": 5.851, "lumo_ev": -1.74}

=====

# 3
{"formula": "C6H10OS", "method": "ωB97M-V/def2-TZVPD", "symbols": ["S", "O", "C", "C", "C", "C", "C", "C", "H", "H", "H", "H", "H", "H", "H", "H", "H", "H"], "positions_angstrom": [[1.4846, -1.5550, -0.8785], [-1.4616, 0.8837, 0.4039], [-0.3195, -0.9976, 1.6482], [0.0885, -1.2081, 0.2476], [-0.6084, 0.9238, -0.7735], [0.6682, 0.0958, -0.3038], [-0.4226, 2.3595, -1.2428], [-0.8095, 0.6055, 1.6027], [0.6948, -0.8692, 2.2155], [-1.1889, 0.3298, -1.4139], [-1.6006, 0.6436, 2.2733], [-0.7914, -1.4666, -0.3295], [1.2330, 0.5051, 0.6883], [-1.0685, -1.5011, 2.2721], [-1.3588, 2.6408, -1.9479], [0.0607, 1.3373, 2.0866], [-0.4345, 3.1913, -0.2311], [0.8126, 2.3264, -1.8593]], "forces_ev_per_angstrom": [[-0.62, 1.83, 1.15], [0.88, 0.86, -0.25], [3.11, 3.49, 2.60], [-1.41, 0.36, -2.14], [1.83, 0.08, 1.97], [0.12, -1.29, 2.09], [1.62, 1.93, -0.25], [1.77, -1.08, 1.40], [-1.81, -0.67, -0.25], [-0.27, -0.67, -1.65], [-1.31, 0.29, 1.62], [-0.11, -0.16, -0.18], [-0.79, -0.42, -3.29], [0.43, -0.70, -0.92], [2.60, -0.36, 1.46], [-2.13, -1.49, -1.85], [0.30, -2.66, -3.25], [-4.23, 0.67, 1.74]], "relative_energy_kcal_mol": 134.3, "e_tot_ha": -707.8363, "homo_ha": -0.32964, "homo_lumo_gap_ev": 9.768, "lumo_ev": 0.80}

=====

# 4
{"formula": "C31H69N8O8P2S2", "method": "ωB97M-V/def2-TZVPD", "symbols": ["S", "S", "P", "P", "O", "O", "O", "O", "O", "O", "O", "O", "N", "N", "N", "N", "N", "N", "N", "N", "C", "C", "C", "C", "C", "C", "C", "C", "C", "C", "C", "C", "C", "C", "C", "C", "C", "C", "C", "C", "C", "C", "C", "C", "C", "C", "C", "C", "C", "C", "C", "H", "H", "H", "H", "H", "H", "H", "H", "H", "H", "H", "H", "H", "H", "H", "H", "H", "H", "H", "H", "H", "H", "H", "H", "H", "H", "H", "H", "H", "H", "H", "H", "H", "H", "H", "H", "H", "H", "H", "H", "H", "H", "H", "H", "H", "H", "H", "H", "H", "H", "H", "H", "H", "H", "H", "H", "H", "H", "H", "H", "H", "H", "H", "H", "H", "H", "H", "H", "H"], "positions_angstrom": [[-2.9025, -2.3916, -0.9223], [-2.9016, -1.9866, 2.5713], [-1.0789, -2.8920, -0.4574], [1.2228, -1.4377, -2.3940], [-2.0181, -5.7626, -1.9682], [0.0760, -0.4529, 8.1630], [-2.6819, 3.9272, 0.3796], [4.0258, -4.8113, -6.6393], [0.9770, 9.3338, 0.1961], [-3.1732, -2.4710, 3.8995], [2.5550, -0.8894, -2.7365], [-3.8143, -0.9253, 2.2474], [3.2315, 9.3684, -1.6203], [2.5167, -3.2091, -4.7667], [-0.0717, 0.6124, -1.0635], [-1.2785, -7.1857, -4.3787], [0.3575, -1.9562, 5.7127], [-0.5321, 4.3360, -0.2695], [-2.3120, 1.0241, -1.3564], [-1.7500, 0.2071, 0.7185], [2.6132, -4.8083, -6.6707], [0.5963, 4.7950, 0.5214], [-3.7361, 1.0912, -1.0309], [2.1064, 10.2910, -1.8089], [-0.9968, 2.5527, 1.4168], [-2.0020, 1.3881, 1.5906], [-1.2725, -0.1515, 8.4806], [0.4059, -1.8295, 8.1945], [-0.0350, -2.6261, 6.9585], [-0.7062, -0.6566, 1.3133], [4.6137, -5.9574, -6.0490], [1.9385, -4.4331, -5.3423], [2.6855, 5.6561, 2.0914], [-1.4348, -7.0560, -1.9010], [-1.3849, 0.6212, -0.5516], [0.8233, 9.7671, -1.1451], [0.6865, -0.6221, -0.7866], [-1.5023, 3.6494, 0.4933], [-1.6272, -7.9195, -3.1566], [-3.0331, -8.4916, -3.3091], [2.5257, 11.6814, -1.3413], [0.4966, 6.0135, 1.1662], [1.5560, 6.4194, 1.9444], [-3.4235, -5.7162, -1.7456], [2.8042, 4.4593, 1.4174], [1.9761, -5.5388, -4.2902], [-0.0070, -1.5522, 0.2538], [-1.5269, -2.9193, 6.8974], [1.7454, 4.0536, 0.6390], [1.0228, 10.3749, 1.1574], [-1.1848, -1.4105, 2.5871], [-1.7224, -3.7184, 6.1824], [1.3703, -1.8655, 5.6891], [2.3400, -4.0520, -7.4109], [2.9449, -5.6131, -3.7976], [2.9991, 8.4722, -2.0401], [3.2957, 9.1625, -0.6261], [4.0437, -6.8650, -6.2670], [0.4130, 1.4479, -0.7492], [1.7401, -6.5107, -4.7287], [-1.3054, 0.8708, 8.8568], [3.5263, -3.3313, -4.7382], [-2.0435, 1.1302, 2.6478], [1.5219, 7.3534, 2.4972], [-0.9449, -0.8194, 3.4716], [-1.7857, -6.3040, -4.3626], [-4.2857, 0.7580, -1.9177], [-2.9937, 1.7849, 1.3478], [2.2363, -5.7662, -7.0529], [5.6155, -6.0678, -6.4622], [-1.1396, -3.8908, 0.5491], [-0.3615, -6.8858, -1.7732], [-3.0266, -9.3153, -4.0226], [0.3626, 11.2044, 0.8916], [1.7539, 3.1107, 0.0905], [-0.0074, 2.1818, 1.1359], [1.6434, -0.3186, -0.3464], [-2.1100, -2.0599, 6.5693], [-1.6682, -0.8196, 9.2498], [-3.7439, -7.7564, -3.6852], [-0.3016, -6.9067, -4.3301], [-3.6408, -4.7113, -1.3905], [-3.7446, -6.4435, -0.9947], [1.3823, -2.8297, -2.1982], [1.6676, 12.3543, -1.2806], [2.0447, 10.7346, 1.2893], [-1.7753, -7.5805, -0.9987], [2.3838, -2.4445, -5.4233], [1.9035, 10.3596, -2.8818], [0.0082, 10.4991, -1.2178], [-1.9003, -0.1933, 7.5879], [-0.5525, -2.3050, 2.6727], [0.8843, -4.2368, -5.5646], [3.6704, 3.8101, 1.4845], [-0.9422, -8.7675, -3.0662], [0.0355, -2.2912, 9.1182], [-4.0182, 2.1360, -0.8610], [0.3287, -1.1029, -3.4382], [3.5048, 5.9693, 2.7305], [0.4809, -3.5899, 7.0004], [-0.8416, 2.9957, 2.4097], [-3.4091, -8.8769, -2.3589], [-2.0357, 1.3063, -2.2901], [-3.0361, -3.0772, 1.7567], [0.7956, -2.0626, 0.8058], [0.4950, 8.8835, -1.7002], [4.7174, -5.8275, -4.9695], [0.0967, 0.0262, 1.6540], [1.4974, -1.8661, 8.2476], [3.0160, 11.6639, -0.3686], [0.6967, 9.9623, 2.1131], [0.0298, -0.9939, 5.7729], [-4.0151, 0.4332, -0.2074], [-0.9845, 5.1085, -0.7472], [-0.4914, -3.5183, -1.5701], [1.2391, -5.3395, -3.5071], [-0.3861, 6.6386, 1.0663], [3.2381, 12.1137, -2.0438], [-3.9713, -5.8687, -2.6768], [-1.9088, -3.2410, 7.8682]], "forces_ev_per_angstrom": [[0.14, 0.58, -0.10], [-1.87, 0.83, 3.14], [-1.53, -0.31, 0.03], [2.50, 0.75, -0.70], [0.03, 0.02, 0.21], [-0.06, -0.11, 0.01], [0.51, -0.63, 0.05], [-0.12, -0.07, 0.05], [-0.12, 0.07, -0.01], [0.99, -0.91, -0.06], [-0.01, 0.50, 0.26], [0.55, 0.18, -1.55], [-0.22, -0.17, -0.03], [-0.36, -0.13, -0.17], [-0.55, -0.58, 0.21], [0.23, 0.11, 0.21], [0.30, 0.15, -0.23], [-0.19, -0.54, 1.04], [-0.30, 0.16, 0.39], [1.60, 0.24, 0.01], [-0.13, 0.03, -0.19], [-0.42, 0.53, -0.35], [-0.63, 0.15, -0.72], [0.16, 0.04, 0.34], [-0.03, -0.43, 0.56], [-0.89, 1.20, -0.15], [0.08, 0.23, -0.11], [0.24, -0.07, 0.03], [-0.30, 0.11, 0.05], [0.33, 0.14, 0.12], [0.19, 0.16, -0.01], [0.32, -0.07, 0.09], [1.03, -0.35, 0.28], [0.25, -0.16, 0.06], [-0.59, -0.23, -0.35], [-0.10, -0.07, -0.24], [-0.39, -0.64, 0.10], [-0.18, 0.71, -0.86], [-0.30, 0.22, -0.15], [-0.06, -0.19, 0.05], [-0.02, 0.18, -0.11], [-0.19, 0.13, -0.03], [0.00, 1.02, 0.70], [0.02, 0.19, -0.13], [-0.01, -0.45, -0.08], [-0.13, -0.04, 0.10], [0.15, 0.11, 0.08], [-0.17, -0.21, 0.05], [-0.28, -1.15, -0.74], [0.14, -0.21, 0.13], [0.61, -0.49, -1.77], [0.00, 0.05, -0.03], [0.00, -0.07, 0.01], [0.07, 0.04, 0.02], [0.04, 0.02, -0.08], [0.09, 0.04, -0.11], [0.10, 0.09, 0.00], [-0.05, 0.01, 0.04], [0.04, 0.02, -0.24], [0.08, 0.00, -0.01], [0.09, -0.03, 0.04], [-0.01, 0.04, 0.17], [0.01, -0.61, -0.31], [-0.21, -0.01, -0.22], [-0.84, -0.21, 0.17], [-0.11, -0.07, -0.10], [0.18, 0.00, 0.11], [0.12, -0.15, 0.16], [0.00, -0.06, 0.13], [-0.04, 0.04, -0.07], [0.62, 0.18, -0.15], [0.00, 0.08, -0.05], [0.04, 0.04, -0.02], [0.04, 0.02, -0.04], [0.37, 0.15, 0.06], [-0.10, 0.21, 0.00], [-0.01, -0.19, -0.27], [0.04, 0.03, 0.01], [-0.01, -0.05, -0.05], [0.06, 0.07, 0.03], [-0.07, -0.14, -0.08], [-0.09, -0.20, -0.01], [0.06, -0.08, -0.06], [-0.82, 0.15, 0.06], [0.01, -0.01, 0.01], [-0.05, 0.18, -0.01], [-0.14, -0.02, -0.06], [-0.01, 0.06, 0.08], [-0.07, -0.09, 0.01], [0.08, 0.10, 0.06], [-0.14, -0.10, 0.09], [-0.24, 0.07, 0.24], [0.03, 0.03, -0.11], [0.04, 0.27, 0.11], [0.08, 0.07, 0.06], [-0.14, -0.02, -0.06], [0.12, -0.20, 0.27], [-0.69, -0.54, 0.60], [-0.17, 0.16, -0.05], [0.11, 0.07, 0.03], [-0.05, 0.14, -0.24], [0.00, 0.01, -0.01], [0.19, 0.03, 0.15], [0.52, 0.57, -0.33], [-0.12, -0.04, -0.23], [0.05, -0.06, 0.07], [-0.05, -0.16, 0.04], [0.02, -0.35, 0.05], [0.00, 0.10, -0.02], [-0.04, -0.08, 0.01], [-0.07, -0.04, -0.05], [-0.05, -0.03, 0.11], [0.40, 0.13, 0.06], [-0.03, -0.06, -0.05], [0.49, 0.07, 0.49], [0.01, 0.05, -0.01], [0.08, -0.09, 0.00], [0.01, -0.06, 0.00], [-0.07, -0.14, 0.06], [0.02, 0.02, 0.00]], "e_tot_ha": -3741.2660, "total_charge": 1, "homo_ha": -0.39676, "homo_lumo_gap_ev": 7.536, "lumo_ev": -3.26}

=====

# 5
{"formula": "C5H14NO", "method": "ωB97M-V/def2-TZVPD", "symbols": ["O", "N", "C", "C", "C", "C", "C", "H", "H", "H", "H", "H", "H", "H", "H", "H", "H", "H", "H", "H", "H"], "positions_angstrom": [[0.7622, -1.1616, 0.3954], [1.5325, 2.5811, 1.2035], [-0.0021, -2.2841, 0.4155], [0.4226, 1.6352, 0.8956], [-0.1836, -2.9185, -0.9539], [-1.0380, 0.6267, -0.8338], [-0.1949, 1.8708, -0.5107], [0.5866, 2.0207, -1.2749], [0.7960, -3.1775, -1.3178], [0.3943, -3.0990, 1.0082], [-0.9632, -2.0116, 0.8776], [-0.7685, 2.7854, -0.4269], [-0.8540, -3.8091, -1.0005], [-1.3350, 0.5958, -1.8970], [1.2557, 3.5638, 1.2504], [-0.4074, -0.3073, -0.6238], [2.0028, 2.2929, 2.0252], [-0.6060, -2.1552, -1.6387], [0.9669, 0.6700, 1.0171], [-1.9311, 0.6472, -0.2257], [-0.4358, 1.6342, 1.6151]], "forces_ev_per_angstrom": [[0.81, -0.84, -0.16], [-1.20, 0.80, -1.16], [0.17, 0.78, 0.16], [1.16, 0.02, 0.09], [-1.21, 0.37, -0.86], [0.57, -0.24, -0.88], [0.93, -1.17, 0.82], [-0.10, -0.07, 0.39], [0.46, -0.21, -0.28], [0.42, -0.64, 0.95], [-0.81, -0.45, -0.04], [-0.39, 0.38, -0.31], [0.36, 0.36, 0.24], [-0.11, 0.20, 0.25], [0.06, -0.40, 0.27], [-0.64, 1.37, 0.11], [0.39, -0.02, 0.86], [0.21, -0.42, 0.12], [-1.21, 0.26, -0.63], [-0.42, -0.25, 0.22], [0.57, 0.17, -0.17]], "relative_energy_kcal_mol": 24.0, "e_tot_ha": -328.8556, "total_charge": -1, "homo_ha": -0.09298, "homo_lumo_gap_ev": 6.777, "lumo_ev": 4.25}

=====

Please write out number 3 again, unchanged.
{"formula": "C6H10OS", "method": "ωB97M-V/def2-TZVPD", "symbols": ["S", "O", "C", "C", "C", "C", "C", "C", "H", "H", "H", "H", "H", "H", "H", "H", "H", "H"], "positions_angstrom": [[1.4846, -1.5550, -0.8785], [-1.4616, 0.8837, 0.4039], [-0.3195, -0.9976, 1.6482], [0.0885, -1.2081, 0.2476], [-0.6084, 0.9238, -0.7735], [0.6682, 0.0958, -0.3038], [-0.4226, 2.3595, -1.2428], [-0.8095, 0.6055, 1.6027], [0.6948, -0.8692, 2.2155], [-1.1889, 0.3298, -1.4139], [-1.6006, 0.6436, 2.2733], [-0.7914, -1.4666, -0.3295], [1.2330, 0.5051, 0.6883], [-1.0685, -1.5011, 2.2721], [-1.3588, 2.6408, -1.9479], [0.0607, 1.3373, 2.0866], [-0.4345, 3.1913, -0.2311], [0.8126, 2.3264, -1.8593]], "forces_ev_per_angstrom": [[-0.62, 1.83, 1.15], [0.88, 0.86, -0.25], [3.11, 3.49, 2.60], [-1.41, 0.36, -2.14], [1.83, 0.08, 1.97], [0.12, -1.29, 2.09], [1.62, 1.93, -0.25], [1.77, -1.08, 1.40], [-1.81, -0.67, -0.25], [-0.27, -0.67, -1.65], [-1.31, 0.29, 1.62], [-0.11, -0.16, -0.18], [-0.79, -0.42, -3.29], [0.43, -0.70, -0.92], [2.60, -0.36, 1.46], [-2.13, -1.49, -1.85], [0.30, -2.66, -3.25], [-4.23, 0.67, 1.74]], "relative_energy_kcal_mol": 134.3, "e_tot_ha": -707.8363, "homo_ha": -0.32964, "homo_lumo_gap_ev": 9.768, "lumo_ev": 0.80}